Molecular formula: C45H71F6N10NiO11S2
Method: DFT, ωB97M-V with the def2-TZVPD basis set

The total charge is +1. Its spin multiplicity is 3. The value obtained for the HOMO energy (alpha / beta) is -10.647 / -10.647 eV. The calculation puts the HOMO-LUMO gap (alpha / beta) at 6.00 / 2.79 eV.

Positions of all 146 atoms, in Å:
Ni (8.187, -15.019, 16.933)
C (3.821, -12.907, 16.179)
F (3.893, -13.614, 17.364)
F (3.363, -13.726, 15.219)
F (2.870, -11.953, 16.292)
S (5.556, -12.100, 15.750)
O (5.457, -10.890, 14.976)
O (6.227, -11.920, 17.000)
N (6.374, -13.521, 15.086)
S (6.211, -13.069, 13.538)
O (4.834, -12.872, 13.077)
O (7.186, -12.059, 13.158)
C (6.787, -14.593, 12.460)
F (8.089, -14.843, 12.622)
F (6.007, -15.597, 12.923)
F (6.599, -14.353, 11.130)
C (3.466, -5.929, 18.565)
C (4.783, -5.871, 19.319)
C (4.877, -7.384, 19.738)
O (4.013, -8.123, 18.804)
C (3.536, -7.252, 17.779)
H (3.432, -5.137, 17.817)
H (2.514, -5.843, 19.089)
H (4.569, -5.238, 20.181)
H (5.590, -5.528, 18.672)
H (4.356, -7.411, 20.696)
H (5.897, -7.768, 19.742)
H (2.701, -7.522, 17.132)
H (4.336, -7.127, 17.050)
C (-2.673, -12.493, 20.789)
C (-4.098, -12.895, 20.854)
C (-4.534, -12.752, 19.367)
O (-3.447, -12.051, 18.658)
C (-2.617, -11.513, 19.636)
H (-2.087, -13.396, 20.620)
H (-2.342, -11.950, 21.675)
H (-4.711, -12.174, 21.395)
H (-4.316, -13.840, 21.352)
H (-5.428, -12.182, 19.115)
H (-4.573, -13.767, 18.972)
H (-2.982, -10.584, 20.074)
H (-1.617, -11.389, 19.222)
C (16.314, -16.921, 13.584)
C (15.081, -17.570, 13.018)
O (14.593, -18.534, 13.605)
N (14.511, -16.928, 12.020)
C (13.309, -17.230, 11.367)
H (16.550, -17.264, 14.591)
H (16.312, -15.835, 13.496)
H (17.211, -17.244, 13.055)
H (14.953, -16.077, 11.704)
H (13.095, -16.250, 10.939)
H (12.401, -17.423, 11.938)
H (13.406, -18.048, 10.654)
C (4.309, -18.224, 19.622)
C (4.538, -17.671, 18.174)
O (5.519, -16.940, 17.929)
N (3.707, -17.946, 17.182)
C (2.855, -19.173, 17.250)
H (3.608, -17.690, 20.263)
H (5.193, -18.086, 20.245)
H (4.190, -19.307, 19.654)
H (3.623, -17.473, 16.294)
H (2.201, -19.313, 16.389)
H (2.092, -19.011, 18.011)
H (3.451, -20.081, 17.342)
C (3.457, -24.475, 14.295)
C (3.494, -23.030, 13.862)
O (2.519, -22.617, 13.232)
N (4.571, -22.272, 14.032)
C (4.685, -20.916, 13.519)
H (2.623, -24.574, 14.990)
H (4.367, -24.801, 14.800)
H (3.372, -25.110, 13.413)
H (5.095, -22.462, 14.875)
H (5.276, -20.270, 14.170)
H (3.837, -20.411, 13.056)
H (5.357, -21.030, 12.668)
C (8.231, -13.571, 21.939)
C (8.942, -14.764, 21.236)
O (8.922, -14.772, 19.995)
N (9.383, -15.687, 22.041)
C (9.857, -16.991, 21.604)
H (7.695, -12.977, 21.199)
H (9.016, -13.005, 22.440)
H (7.603, -13.929, 22.755)
H (9.411, -15.517, 23.036)
H (9.536, -17.380, 20.638)
H (9.573, -17.724, 22.360)
H (10.929, -17.024, 21.800)
C (12.521, -12.478, 15.391)
C (11.654, -12.107, 16.620)
O (10.557, -12.691, 16.782)
N (12.098, -11.116, 17.440)
C (11.367, -10.615, 18.522)
H (13.482, -11.983, 15.252)
H (11.994, -12.201, 14.478)
H (12.697, -13.554, 15.363)
H (12.924, -10.635, 17.115)
H (11.382, -9.525, 18.544)
H (11.671, -11.074, 19.463)
H (10.309, -10.793, 18.331)
N (-1.505, -17.466, 15.033)
C (-1.918, -18.614, 15.632)
C (-1.893, -18.773, 17.034)
C (-1.412, -17.760, 17.889)
C (-0.988, -16.580, 17.242)
C (-1.008, -16.462, 15.808)
H (-2.147, -19.310, 14.839)
H (-2.301, -19.659, 17.497)
H (-1.225, -17.981, 18.929)
H (-0.651, -15.755, 17.852)
H (-0.685, -15.552, 15.324)
N (11.150, -5.590, 13.822)
C (10.953, -6.873, 13.523)
C (10.122, -7.710, 14.245)
C (9.485, -7.206, 15.389)
C (9.630, -5.871, 15.651)
C (10.511, -5.108, 14.914)
H (11.428, -7.175, 12.601)
H (9.857, -8.682, 13.857)
H (8.736, -7.825, 15.861)
H (9.259, -5.440, 16.569)
H (10.737, -4.102, 15.236)
N (3.173, -4.603, 11.794)
C (3.791, -5.793, 11.979)
C (3.122, -6.910, 12.499)
C (1.770, -6.783, 12.948)
C (1.157, -5.554, 12.851)
C (1.807, -4.563, 12.133)
H (4.861, -5.763, 11.830)
H (3.653, -7.813, 12.764)
H (1.195, -7.581, 13.393)
H (0.147, -5.282, 13.122)
H (1.331, -3.621, 11.902)
N (10.352, -12.927, 7.687)
C (10.588, -12.263, 6.463)
C (11.145, -10.951, 6.428)
C (11.288, -10.255, 7.576)
C (11.120, -10.955, 8.774)
C (10.567, -12.211, 8.795)
H (10.498, -12.846, 5.558)
H (11.513, -10.483, 5.527)
H (11.720, -9.267, 7.644)
H (11.455, -10.517, 9.702)
H (10.369, -12.701, 9.737)